ORCA calculation (wB97M-V/def2-TZVPD) on a structure of composition C5H8N2.

Atoms and positions in Å:
1 H -2.06 -0.96 -0.85
2 N -1.09 -1.25 -0.73
3 H -0.06 -2.11 0.94
4 H -1.97 1.04 0.53
5 H -1.09 1.71 -0.86
6 C -0.30 -0.17 -0.12
7 C 1.18 -0.17 -0.54
8 H 2.18 -0.15 0.39
9 C 2.01 0.98 -0.38
10 N 2.82 1.70 0.06
11 C -0.97 1.17 0.09
12 H 1.41 -0.89 -1.33
13 H -0.39 1.79 0.77
14 H -1.54 -1.15 1.43
15 C -0.77 -1.33 0.69

## Properties
HOMO energy (eV): -9.4
Multiplicity: 1
Energy relative to the best compared isomer or geometry (same formula, charge and spin) (eV): 3.9794
Net charge: 0
Frontier orbital gap (Ha): 0.3725

---

ORCA calculation (wB97M-V/def2-TZVPD) on a cluster of 2 separate species, C12H19O5PS in total.

Atoms and positions in Å:
1 H -1.97 -5.78 -0.79
2 H 4.80 -0.89 0.34
3 C -2.55 -5.25 -0.04
4 H 5.58 0.56 -0.35
5 C -1.96 1.13 0.17
6 C -0.39 3.40 0.11
7 H 1.81 1.31 -1.59
8 H -1.36 3.95 2.02
9 H 2.83 0.28 0.19
10 O -0.07 4.49 -0.28
11 H 2.19 2.95 0.72
12 C -2.05 2.08 1.30
13 C -3.93 -3.07 0.69
14 H 0.44 -0.32 -2.41
15 H -3.30 -3.02 1.57
16 C 3.64 0.93 0.51
17 C 1.46 2.28 -1.22
18 H 3.42 1.25 1.53
19 C 4.97 0.18 0.46
20 O 0.75 -1.26 -0.22
21 C -1.30 3.19 1.25
22 S -2.96 -3.63 -0.71
23 H -4.31 -2.08 0.45
24 O -2.90 0.47 -0.21
25 H -1.96 -5.13 0.87
26 C -0.64 1.06 -0.52
27 O -3.90 -3.85 -1.84
28 H 2.84 3.86 -0.64
29 C 0.14 2.16 -0.56
30 H -4.76 -3.76 0.85
31 H 1.35 2.93 -2.09
32 H -2.74 1.88 2.10
33 H 5.53 0.32 1.38
34 C 2.56 2.86 -0.30
35 P -0.15 -0.54 -1.16
36 H -3.48 -5.79 0.17
37 O 3.72 2.07 -0.33
38 H -1.34 -1.23 -1.41

## Properties
HOMO energy (eV): -8.9
Multiplicity: 1
Net charge: 0
Frontier orbital gap (Ha): 0.2676

---

ORCA calculation (wB97M-V/def2-TZVPD) on the molecule C6H12N2.

Atoms and positions in Å:
1 H 2.88 -0.95 0.44
2 C -0.32 -0.47 -0.76
3 H -1.42 1.15 -1.59
4 H 2.35 -0.12 -1.10
5 C 0.37 -1.56 1.38
6 N -0.78 -1.20 -1.71
7 C 0.81 -0.86 0.13
8 H -0.38 -0.95 1.90
9 H 1.22 -1.75 2.03
10 H -0.11 -2.49 1.13
11 C -0.89 0.92 -0.65
12 C 0.10 2.00 -0.27
13 H -0.31 -2.10 -1.80
14 H -0.41 2.96 -0.19
15 H -2.61 0.05 0.19
16 N -1.83 0.63 0.49
17 C 2.07 -0.63 -0.19
18 H 0.90 2.06 -1.01
19 H 0.55 1.78 0.69
20 H -2.20 1.50 0.88

## Properties
HOMO energy (eV): -9.4
Multiplicity: 1
Energy relative to the best compared isomer or geometry (same formula, charge and spin) (eV): 1.0184
Net charge: 0
Frontier orbital gap (Ha): 0.3827

---

ORCA calculation (wB97M-V/def2-TZVPD) on a structure of composition C19H50F6O19SZr.

Atoms and positions in Å:
1 C -1.10 1.99 3.40
2 H 5.09 2.53 1.20
3 O -1.65 1.77 1.96
4 H -0.56 -0.31 -4.75
5 H 4.18 -4.31 0.16
6 F -3.94 1.74 3.05
7 H -4.17 3.08 -4.36
8 C -0.10 1.39 -3.51
9 H 3.08 2.39 0.21
10 H -2.85 -0.19 -3.87
11 H 0.04 5.36 -1.75
12 H 4.24 -2.19 2.89
13 F -4.10 1.05 0.94
14 Zr -2.48 1.48 -1.57
15 O 1.75 -4.62 -0.67
16 H 2.33 3.90 -1.12
17 H 2.59 -2.88 -1.13
18 H -2.63 -7.16 -1.59
19 O 4.14 -0.48 0.04
20 H 2.87 -1.96 1.82
21 H 4.00 1.92 2.50
22 C -0.84 0.11 -3.74
23 H 0.98 -5.15 -0.87
24 H 0.78 2.98 3.93
25 H -0.69 -0.60 -2.89
26 H -2.57 4.25 -2.74
27 C -1.57 -7.17 -1.25
28 C 0.24 -1.40 -0.23
29 O -3.08 3.46 -2.65
30 S -1.66 -1.63 -0.41
31 H -1.02 -0.91 6.30
32 H 2.47 -0.76 3.67
33 C -0.58 -7.55 -2.35
34 C 3.97 -4.27 -0.88
35 H 2.34 5.54 0.80
36 O -0.60 -6.71 -3.46
37 H 2.78 -5.15 -2.39
38 O -1.86 -2.68 -1.38
39 H -1.36 -7.85 -0.42
40 C 4.17 2.72 1.74
41 C -5.11 2.56 -2.26
42 O -0.72 2.04 -2.35
43 H 0.48 -7.60 -2.05
44 H 4.28 3.64 2.39
45 O -2.06 -0.32 -0.94
46 F 0.63 -1.51 -1.53
47 O 3.03 3.06 0.91
48 H -5.27 3.22 -1.41
49 H -6.10 2.16 -2.61
50 H 1.60 1.37 3.10
51 H 5.53 -1.45 1.25
52 H 4.24 -1.29 -0.43
53 H -2.02 2.33 3.96
54 C -2.50 2.72 1.42
55 C 0.02 3.00 3.22
56 O -2.40 2.66 -0.01
57 H -0.37 4.07 3.21
58 H -0.14 1.97 -4.41
59 H -2.38 3.71 1.81
60 H -0.75 0.98 3.71
61 H -1.65 -5.18 -1.08
62 H 0.92 3.66 -0.09
63 H 3.05 -6.18 -0.98
64 F 0.94 -2.23 0.51
65 C 1.77 5.62 -0.09
66 O 0.47 6.21 0.15
67 O -1.19 -5.92 -0.72
68 F -5.05 2.79 1.63
69 H 2.31 6.31 -0.79
70 O 3.28 -0.46 3.29
71 H -3.22 -1.80 6.38
72 H 0.47 2.81 2.22
73 C 1.46 4.33 -0.69
74 O -2.17 -1.79 0.85
75 C 4.64 -0.77 1.37
76 O -4.30 1.47 -1.94
77 C 2.86 -5.17 -1.32
78 C 3.68 -1.45 2.32
79 H 4.93 -4.45 -1.44
80 H -2.33 -2.36 4.77
81 H 0.92 1.20 -3.25
82 H -0.82 -8.54 -2.70
83 H 0.38 7.16 0.34
84 O 3.58 -2.92 -1.05
85 C -3.91 2.13 1.76
86 H 0.09 3.92 -2.22
87 C -2.76 -1.53 5.42
88 F 0.46 -0.10 0.14
89 H 5.01 0.15 1.82
90 O -2.25 0.57 -3.67
91 H -4.90 4.27 -3.47
92 O -1.62 -0.55 5.61
93 C -4.32 3.38 -3.28
94 H -3.49 -0.98 4.79
95 H -0.50 -7.28 -4.27
96 O 0.62 4.63 -1.94

## Properties
HOMO energy (eV): -13.1
Multiplicity: 1
Net charge: +2
Frontier orbital gap (Ha): 0.0791

---

ORCA calculation (wB97M-V/def2-TZVPD) on a structure of composition C36H39ClN5NiO4PS.

Atoms and positions in Å:
1 O -0.18 -3.42 4.35
2 C 2.99 -1.03 0.13
3 H 1.27 -0.96 5.90
4 H -5.46 -2.04 4.32
5 C -3.54 -2.94 3.98
6 H 5.44 -0.36 -3.09
7 C -2.39 -2.15 2.00
8 H 0.35 5.18 -0.40
9 H -4.43 5.64 -1.24
10 H -2.68 0.70 5.95
11 N -0.30 -3.26 1.84
12 H -0.11 -0.66 -2.71
13 C 1.31 5.50 -2.28
14 C 3.64 -0.04 -2.05
15 H 3.06 0.86 -1.85
16 C 0.59 3.58 1.64
17 C -1.57 3.27 3.35
18 C -1.73 0.53 4.06
19 C 0.41 -0.51 5.42
20 C -1.79 0.38 5.43
21 H 1.40 -0.03 0.99
22 C 4.18 -0.60 -0.75
23 H 1.26 -0.65 3.43
24 Cl -2.96 0.27 -1.75
25 H -0.24 3.94 4.90
26 H 2.82 0.76 1.12
27 C 2.10 -2.01 -0.63
28 C -0.36 3.75 3.84
29 H 2.49 -0.65 -3.79
30 H 0.94 0.42 -2.06
31 H 1.58 6.52 -2.04
32 C 1.29 3.66 -3.81
33 N 4.81 0.43 -2.91
34 C -4.59 -2.07 3.68
35 C -0.63 3.16 1.12
36 H -5.35 -0.59 2.33
37 H -6.04 3.95 -2.08
38 H -5.35 1.59 -2.29
39 O -0.79 -1.77 0.21
40 C 0.61 4.75 -1.35
41 H 3.48 -1.92 -3.05
42 C -3.38 1.95 -1.54
43 C 0.25 3.43 -1.64
44 C 0.72 3.89 2.98
45 C -1.72 3.04 1.99
46 C 0.44 -0.35 4.06
47 C -2.86 4.21 -0.97
48 H 1.20 -2.40 -2.51
49 H -2.63 0.52 3.46
50 C -5.04 3.66 -1.79
51 C -2.46 -2.95 3.12
52 H 3.39 -1.56 1.00
53 H 0.29 1.90 -3.14
54 C -4.14 4.60 -1.32
55 C 1.63 -1.53 -2.00
56 H -3.58 -3.58 4.85
57 H 2.19 5.56 -4.23
58 H 1.46 3.65 0.99
59 C -3.43 -1.28 1.70
60 H -2.47 3.43 3.93
61 H -2.66 2.67 1.61
62 N 0.56 -0.51 -1.97
63 H 4.79 0.14 -0.23
64 C 0.60 2.90 -2.88
65 C 2.84 -1.06 -2.84
66 H 5.34 1.16 -2.44
67 S -0.94 -3.87 3.21
68 C -2.46 2.88 -1.05
69 C -4.66 2.33 -1.91
70 C -4.53 -1.25 2.55
71 H -2.16 4.95 -0.59
72 Ni -0.67 0.18 -0.19
73 C -1.09 -2.37 1.27
74 C -0.71 -0.13 6.14
75 P -0.77 2.39 -0.52
76 H 1.24 -2.27 -0.03
77 H 1.53 3.24 -4.78
78 N 2.26 0.19 0.49
79 C 1.66 4.96 -3.51
80 H -0.76 -0.26 7.21
81 H 4.48 0.79 -3.81
82 H 2.68 -2.93 -0.78
83 O -1.20 -5.27 3.09
84 H 4.81 -1.48 -0.96
85 O -0.54 0.30 2.10
86 H -3.37 -0.64 0.83
87 N -0.62 0.14 3.39
88 H 1.67 4.25 3.36

## Properties
HOMO energy (spin up / spin down) (eV): -10.0 / -9.5
Multiplicity: 2
Energy relative to the best compared isomer or geometry (same formula, charge and spin) (eV): 1.9931
Net charge: +1
Frontier orbital gap (spin up / spin down) (Ha): 0.2473 / 0.2293

---

ORCA calculation (wB97M-V/def2-TZVPD) on a cluster of 10 separate species, C4H27NO10 in total.

Atoms and positions in Å:
1 C -0.20 0.88 0.84
2 H -1.52 0.67 2.51
3 H 0.66 0.25 0.59
4 H 0.05 -3.90 0.16
5 O 1.97 -1.71 2.20
6 H 0.48 1.77 0.76
7 C -0.51 0.78 2.38
8 O 2.86 0.87 -1.08
9 O 3.63 -1.77 -0.81
10 H -0.85 4.07 0.17
11 O -2.75 -3.64 0.07
12 H -4.44 -0.61 0.15
13 N -1.32 0.88 -0.10
14 C -2.46 0.00 0.43
15 H 3.08 -0.04 -1.21
16 H 4.49 -2.17 -0.79
17 H -1.86 -1.07 0.61
18 O -1.00 4.01 1.03
19 H 2.31 1.18 -1.81
20 H 1.32 0.96 -4.00
21 O 1.62 1.87 -3.78
22 H -0.70 0.12 -2.21
23 O 0.30 1.03 3.18
24 H 3.05 -2.19 -0.17
25 H -3.59 -0.76 -1.36
26 H 2.24 -0.73 2.13
27 H 2.73 1.83 1.86
28 H -2.72 0.46 1.38
29 H 2.45 -1.99 3.01
30 O -0.40 -3.39 0.87
31 H 0.14 -2.57 1.33
32 C -3.61 -0.21 -0.53
33 H 2.25 2.12 -4.46
34 H -2.48 -4.49 -0.24
35 H 2.70 0.85 0.66
36 H -1.61 1.82 -0.40
37 O 2.55 0.86 1.53
38 H -2.59 -3.27 0.90
39 H -0.95 4.88 1.50
40 O -0.54 0.29 -3.13
41 H -0.72 1.25 -3.32
42 H -4.07 0.78 -0.84

## Properties
HOMO energy (eV): -8.2
Multiplicity: 1
Energy relative to the best compared isomer or geometry (same formula, charge and spin) (eV): 4.6232
Net charge: 0
Frontier orbital gap (Ha): 0.3158

---

ORCA calculation (wB97M-V/def2-TZVPD) on the molecule C4H7N3O.

Atoms and positions in Å:
1 H 1.74 -0.64 2.38
2 N -0.71 -0.03 -0.79
3 N 0.87 -0.38 1.77
4 C -2.52 -0.03 -2.09
5 H -0.15 -0.45 3.31
6 N -1.27 0.51 -1.95
7 H -2.93 -0.79 -1.28
8 H -1.18 -0.96 2.02
9 O 2.53 -0.14 0.05
10 H 0.82 1.30 -1.16
11 H -3.09 0.54 -2.96
12 H -0.78 0.95 2.42
13 C 0.47 0.44 -0.52
14 C 1.32 -0.12 0.52
15 C -0.42 -0.21 2.35

## Properties
HOMO energy (eV): -9.6
Multiplicity: 1
Energy relative to the best compared isomer or geometry (same formula, charge and spin) (eV): 4.0499
Net charge: 0
Frontier orbital gap (Ha): 0.3473

---

ORCA calculation (wB97M-V/def2-TZVPD) on a cluster of 2 separate species, C3H10NS in total.

Atoms and positions in Å:
1 H -0.40 1.15 -1.11
2 H -0.53 -0.91 1.90
3 C -1.15 -1.57 1.26
4 S -2.01 -0.74 -0.10
5 H 0.80 0.81 -2.07
6 H -0.48 -2.36 0.90
7 H 1.18 -0.53 -0.29
8 H 3.17 0.30 0.80
9 H 2.76 1.95 0.51
10 C 1.21 0.55 -0.13
11 H -1.82 -2.08 1.96
12 H 0.66 0.69 0.80
13 C 2.68 0.95 0.08
14 H 3.21 0.95 -0.87
15 N 0.61 1.32 -1.21

## Properties
HOMO energy (spin up / spin down) (eV): 4.3 / 0.0
Multiplicity: 2
Energy relative to the best compared isomer or geometry (same formula, charge and spin) (eV): 0.0000
Net charge: -2
Frontier orbital gap (spin up / spin down) (Ha): 0.0714 / 0.2238

---

Number 1: total energy -304.6893 Ha. Number 2: total energy -1584.3083 Ha. Number 3: total energy -345.2904 Ha. Number 4: total energy -3227.1306 Ha. Number 5: total energy -4677.7640 Ha. Number 6: total energy -975.6199 Ha. Number 7: total energy -395.9996 Ha. Number 8: total energy -573.1006 Ha.